Below is 2 unconnected molecules or ions with the total composition CH7N2OP, with properties calculated with wB97M-V/def2-TZVPD.

```
12
CH7N2OP (wB97M-V/def2-TZVPD)
H 0.518 1.239 1.283
H 2.262 0.801 1.354
H 1.685 1.903 0.089
H 0.188 -2.191 -0.699
O -2.429 -0.362 0.334
P -1.627 -0.788 -0.770
H 1.770 2.472 1.756
N -0.458 -1.760 -0.072
C 1.502 1.615 1.114
H -0.343 -1.784 0.900
N -1.817 -0.391 -2.253
H -1.253 -0.753 -3.037
```

## Properties
HOMO level   -10.57 eV
Strongest force on any atom   3.57 eV Å⁻¹
Orbital gap   0.397 hartree
ΔE to the lowest compared entry with this formula, charge and spin   15.0 kcal/mol

Below is a single CH2N3P molecule, with properties calculated with wB97M-V/def2-TZVPD.

```
7
CH2N3P (wB97M-V/def2-TZVPD)
C -0.023 0.703 0.452
N -1.273 -0.880 1.781
P 0.545 -0.333 -0.907
N -0.773 -0.048 1.191
N 0.502 -1.777 -1.097
H 1.138 0.589 -1.654
H -0.116 1.746 0.235
```

## Properties
HOMO level (alpha / beta)   -9.47 / -9.47 eV
Strongest force on any atom   3.45 eV Å⁻¹
Orbital gap (alpha / beta)   0.341 / 0.341 hartree
ΔE to the lowest compared entry with this formula, charge and spin   65.2 kcal/mol

Below is a molecular structure, C11H15N4V, with properties calculated with wB97M-V/def2-TZVPD.

```
31
C11H15N4V (wB97M-V/def2-TZVPD)
C -3.455 5.287 -1.121
C 1.240 -4.709 0.598
H 0.367 3.598 0.616
N 4.337 -6.395 0.302
C 0.324 0.758 1.032
C -0.517 -0.273 -0.698
C 3.437 -5.696 0.036
N -0.540 0.912 -0.064
H -1.046 -0.546 -1.602
H -0.470 3.352 2.009
H 1.626 -2.101 -2.239
C 2.368 -4.755 -0.234
H -4.012 6.102 -0.645
H -3.948 4.330 -0.845
C 2.435 -3.884 -1.331
H -0.244 4.845 1.442
C 0.811 -0.517 1.076
N -0.459 3.896 1.135
H -2.392 5.383 -0.783
C 0.405 -3.583 0.558
H -0.426 -3.511 1.256
H 1.523 -0.978 1.741
H 3.203 -4.057 -2.093
C 1.562 -2.792 -1.401
H -3.509 5.372 -2.214
H 0.567 1.552 1.730
N 0.266 -1.201 -0.020
C 0.660 -2.547 -0.355
H -3.086 4.090 0.939
H 1.051 -5.539 1.298
V -2.077 3.606 -0.122
```

## Properties
Net charge   -1
HOMO level (alpha / beta)   -0.42 / 0.19 eV
Strongest force on any atom   2.60 eV Å⁻¹
Orbital gap (alpha / beta)   0.070 / 0.068 hartree
ΔE to the lowest compared entry with this formula, charge and spin   50.7 kcal/mol
Spin multiplicity   4

Below is a molecular structure, C46H44AuN3P2S3, with properties calculated with wB97M-V/def2-TZVPD.

```
99
C46H44AuN3P2S3 (wB97M-V/def2-TZVPD)
P 2.393 -1.221 -1.631
H -5.663 0.352 3.864
C 3.527 -0.035 -3.893
H 1.128 3.509 3.742
H 3.156 -3.136 2.818
H 1.494 -0.234 3.874
H -7.513 3.886 2.321
C -0.776 -2.324 1.343
C -4.635 -1.792 -1.847
H -4.123 2.215 0.322
C -2.463 -1.223 -2.702
C -5.698 1.147 3.128
H -4.857 0.701 -4.130
H 4.418 0.902 -5.598
N 0.065 1.914 2.984
N -2.354 0.719 2.301
H 5.125 2.913 -4.351
H -2.821 -2.729 -1.200
C -6.687 2.119 3.207
N -0.850 -2.557 0.194
C -4.832 2.193 1.142
H 1.289 -4.616 -2.548
H 0.984 2.470 -5.155
H -7.414 2.083 4.007
C -3.039 -0.245 -3.517
C -4.410 -0.048 -3.490
C 5.005 -2.587 1.852
H 2.072 2.430 2.719
C -0.050 -0.611 -4.183
C -0.295 -3.198 -2.729
H 1.085 1.308 -7.338
S -1.698 0.706 -0.257
C 2.826 -2.271 0.899
C 4.799 -1.591 -0.327
C 1.329 2.461 3.514
Au 0.328 -0.387 -0.858
H 2.271 -1.434 5.883
H -6.278 -0.670 -2.645
C -1.410 0.844 1.423
H -3.625 -0.334 1.032
H -3.823 -0.644 2.763
C -3.266 -1.995 -1.857
H -0.438 -3.528 -3.761
C 0.309 0.735 -4.098
C 0.769 0.772 -6.452
H -3.050 1.345 4.147
C 0.415 -0.568 -6.545
C -1.142 2.224 3.763
H 6.666 -1.939 0.655
H 5.632 -2.923 2.667
C -2.098 1.062 3.701
C -6.743 3.129 2.260
C 4.329 2.225 -2.479
C 2.635 1.741 6.995
C 2.206 -2.680 -2.697
H 5.261 -1.154 -1.204
H -0.829 2.402 4.790
C 1.809 0.324 4.749
C 4.201 0.991 -4.542
S -0.617 -1.920 2.912
C -3.684 0.135 2.012
P -0.676 -1.422 -2.702
H -1.697 0.170 4.189
C -5.815 3.167 1.226
C 2.247 -0.352 5.878
C 5.590 -2.031 0.720
H -1.597 3.135 3.366
H 1.056 -3.643 -1.114
H -5.261 -2.400 -1.206
H 0.277 1.251 -3.144
H 3.486 1.285 -0.761
C 1.777 1.718 4.750
S 1.340 0.701 1.018
H 0.452 -1.076 -7.499
C 3.665 1.204 -1.827
C 3.258 0.066 -2.532
C -4.767 1.180 2.096
H -2.428 0.352 -4.181
C 0.711 1.426 -5.230
H 4.647 3.099 -1.927
C 1.085 -3.603 -2.204
C 4.598 2.118 -3.841
H 3.179 -3.175 -2.670
H -0.302 -2.295 -5.519
H 2.956 2.293 7.868
C 3.625 -2.708 1.942
C 2.188 2.423 5.872
C -5.207 -0.820 -2.657
H 3.224 -0.901 -4.467
C 3.409 -1.712 -0.237
C -0.004 -1.259 -5.417
H 2.024 -2.372 -3.727
C 2.661 0.354 7.000
H 3.005 -0.176 7.878
H -1.073 -3.664 -2.126
C -0.026 1.202 1.899
H 1.751 -2.357 0.981
H 2.161 3.507 5.874
H -5.865 3.950 0.481
```

## Properties
Net charge   +2
HOMO level   -12.77 eV
Strongest force on any atom   0.37 eV Å⁻¹
Orbital gap   0.230 hartree
ΔE to the lowest compared entry with this formula, charge and spin   0.0 kcal/mol

Below is a molecular structure, C16H50B2F4N2O10V2, with properties calculated with wB97M-V/def2-TZVPD.

```
86
C16H50B2F4N2O10V2 (wB97M-V/def2-TZVPD)
C 1.928 2.338 -3.100
H -3.718 -2.536 4.899
V 1.774 -1.183 -1.644
O -2.998 -2.927 2.993
C 4.207 0.037 -0.197
O 0.741 -2.958 -2.521
C -1.135 4.694 -4.017
F -3.496 -2.285 -0.863
H 0.287 4.554 1.238
H 2.038 1.959 -4.118
H 5.378 -1.702 0.169
H -3.697 -0.503 1.120
C 0.599 1.898 -2.473
H 2.896 0.358 2.815
H 1.028 -3.878 -2.476
F -2.131 -3.618 0.385
V -1.276 -2.229 1.811
H 1.092 -2.333 -0.051
H -0.510 3.076 0.747
H 1.686 2.434 4.709
H 0.378 0.226 -3.589
O -0.968 -1.049 3.629
B -3.214 -3.638 -0.522
C -0.077 3.597 1.615
C -1.797 -1.630 4.647
H 1.858 3.423 -3.196
C 0.591 1.762 2.971
H 0.487 0.887 5.679
H 0.437 2.232 -1.446
C -2.133 0.636 0.851
O -2.741 -0.603 1.229
H -1.973 -0.887 5.429
H -0.258 -0.527 4.084
F -4.286 -4.263 0.113
O 2.833 0.406 -0.544
H -3.803 -1.180 3.842
H -2.326 1.353 1.657
O -2.455 0.187 -1.500
H -2.187 2.045 -0.778
C 1.605 1.538 4.089
H -0.491 0.284 -2.240
O 0.996 2.822 2.111
H -0.964 -2.816 -5.481
H 3.824 -3.169 -0.561
H 0.300 -1.313 1.355
H 2.732 1.276 -0.144
C -0.548 2.546 -3.253
O 0.354 -1.307 -5.047
C 2.983 1.135 3.577
H 0.643 -0.556 -0.289
H -0.401 1.881 3.415
H -0.435 2.372 -4.330
H -0.809 5.732 -3.947
O 3.520 -2.260 -0.680
H 1.292 -1.420 -5.239
H -0.856 -4.005 -3.421
H 4.096 -1.571 1.228
F -2.862 -4.316 -1.688
H 2.811 2.079 -2.519
H -0.805 4.354 -5.005
C 4.314 -1.443 0.158
H -1.148 -2.329 -2.917
H -1.340 -2.485 5.152
H -1.551 2.203 -2.981
C -3.167 -2.028 4.105
H -1.060 0.518 0.731
H 1.883 0.161 5.511
H 4.885 0.205 -1.037
O -0.485 3.947 -3.009
C -0.429 -3.002 -3.385
H 0.596 0.897 2.288
N 1.071 0.449 4.967
N 0.471 0.411 -2.590
H 4.504 0.686 0.623
H 3.423 2.017 3.106
H -0.651 -1.854 -0.166
H -0.824 3.843 2.374
H -3.683 -3.608 2.980
C -2.696 1.123 -0.475
H -2.803 -0.695 -1.262
H -3.726 1.491 -0.366
H -2.225 4.672 -3.930
C -0.093 -2.665 -4.844
H 3.651 0.886 4.400
H 0.686 -3.345 -5.198
B 0.354 -1.517 0.237
```

## Properties
Net charge   +2
HOMO level (alpha / beta)   -14.09 / -14.22 eV
Strongest force on any atom   2.48 eV Å⁻¹
Orbital gap (alpha / beta)   0.319 / 0.327 hartree
Spin multiplicity   7

Below is 3 unconnected molecules or ions with the total composition C34H31BNO7, with properties calculated with wB97M-V/def2-TZVPD.

```
74
C34H31BNO7 (wB97M-V/def2-TZVPD)
H -5.975 -5.272 1.180
O -3.718 -3.085 -0.594
C 4.466 -4.073 -1.796
H -2.643 -3.198 1.353
C 2.890 -4.475 -0.005
C 4.415 -6.313 -0.716
C 0.617 6.537 -1.753
C 2.398 -3.171 -0.151
C 3.872 -7.184 0.345
H 1.590 -2.814 0.485
H -4.487 -4.429 1.973
C -1.965 10.489 -0.201
H 2.837 4.133 -2.703
B -0.146 0.894 1.239
H -3.025 1.304 3.492
H -2.309 -0.506 -0.342
H -2.663 2.637 2.204
C -0.793 1.376 2.672
O 1.432 -4.956 1.772
C -1.876 7.806 -0.977
H 0.781 2.744 -2.568
C -3.135 9.731 -0.218
C 2.404 -7.537 2.235
C -0.753 9.912 -0.585
O 1.591 8.651 -1.444
C -0.482 4.395 -1.996
H 2.540 -9.466 3.190
C 4.367 -8.487 0.492
C -0.709 8.568 -0.980
H -0.422 2.450 2.986
C -4.877 -4.861 0.957
C -1.827 -1.514 0.050
H -0.648 0.604 3.556
H -5.259 -4.410 -1.246
H -4.081 10.183 0.075
H -1.380 3.782 -1.947
H -3.837 -1.662 1.124
N 0.155 -0.569 0.852
H 5.132 -8.864 -0.185
H 5.274 -4.417 -2.439
C 1.890 4.588 -2.420
C -4.974 -3.780 -0.272
H -1.995 11.531 0.110
C -3.116 -2.437 0.581
H 2.566 -1.309 -1.223
C 3.986 -2.769 -1.928
H -5.884 -3.073 -0.054
C 1.834 5.950 -2.123
C -3.094 8.391 -0.605
C 0.735 3.809 -2.348
C 0.574 7.970 -1.398
C 2.946 -2.322 -1.113
H 4.422 -2.103 -2.670
C 2.909 -8.830 2.388
H 1.640 -7.174 2.921
H -1.277 -2.059 -0.858
C -1.837 6.378 -1.351
O -2.864 5.710 -1.361
H -4.011 7.804 -0.611
H -2.820 0.824 1.597
O 5.275 -6.729 -1.483
C 2.333 -5.353 1.044
H 4.273 -10.316 1.628
H -4.222 -5.789 0.642
C -2.442 1.507 2.476
H 2.740 6.551 -2.176
H 0.156 10.512 -0.572
O -0.922 -1.324 1.205
H 1.131 2.170 0.209
C 2.883 -6.714 1.207
C 3.913 -4.930 -0.836
C 3.884 -9.307 1.513
C -0.542 5.763 -1.704
O 0.156 1.930 0.201
```

## Properties
Net charge   -1
HOMO level   -2.78 eV
Strongest force on any atom   6.01 eV Å⁻¹
Orbital gap   0.131 hartree

Below is a molecular structure, C30H48BrN3O4SSeSiW, with properties calculated with wB97M-V/def2-TZVPD.

```
90
C30H48BrN3O4SSeSiW (wB97M-V/def2-TZVPD)
C -2.895 -4.566 -0.734
H -3.712 0.436 -1.817
N 0.545 1.195 5.325
C -2.439 -3.641 0.363
H -3.814 -4.204 -1.197
H 0.879 -2.536 -4.823
H -3.180 2.526 -2.630
C -0.889 -3.120 2.162
C -1.648 2.133 5.289
H 3.345 2.064 -3.595
C -3.494 -0.344 1.891
H 1.947 1.389 6.888
H 1.469 -0.880 -4.954
H 1.661 -1.775 -1.270
O 4.010 0.586 5.395
C 1.694 0.714 6.070
C -1.821 0.861 -2.769
H -0.116 2.679 -4.697
H -1.552 -2.201 -3.108
H -3.082 -5.572 -0.352
H -1.986 1.828 3.266
H -3.369 0.764 -4.276
H -0.256 -1.213 -5.112
C 2.490 0.404 0.996
C 0.651 -1.491 -4.571
C 0.483 -1.358 -3.052
H 0.310 3.502 -2.224
H -4.394 -0.341 1.274
H 1.059 -2.851 3.042
Se -0.976 -0.755 3.822
H 1.588 2.740 -1.297
C 4.593 0.968 0.054
H 2.816 0.423 -3.968
H -1.775 2.693 -1.574
C -2.098 2.356 -2.560
Br -0.621 2.089 1.066
H -2.446 1.402 5.406
C 2.685 1.250 -3.269
H -2.330 0.364 -0.711
H -2.628 -0.959 -1.833
H -0.776 -2.283 -1.517
H 0.862 1.361 -5.345
H 2.640 -1.202 -2.625
H -0.823 -4.899 0.980
C 1.244 1.773 -3.225
H -1.623 2.985 -3.312
H 1.989 3.736 -2.709
H -1.755 0.979 -4.961
H -0.264 -3.367 -2.816
C 2.844 0.610 5.100
H -2.923 0.556 1.661
H 3.024 0.927 -2.285
N 2.382 1.629 1.522
O -0.494 1.655 7.310
H 1.598 2.933 -5.016
C -2.679 -1.580 1.627
C -2.664 0.122 -1.720
H -0.085 -3.685 4.072
H 3.170 3.495 1.822
H 5.485 0.713 -0.507
Si 0.044 0.441 -2.481
C 1.776 -1.809 -2.356
S 1.197 -0.578 1.518
H -1.984 3.089 5.687
H 1.995 -2.846 -2.640
C -0.601 -2.346 -2.595
H -3.989 -2.198 0.054
H 1.509 -0.276 6.501
C 4.447 2.262 0.572
C 0.864 2.204 -4.649
O 1.138 3.000 3.397
C -1.537 -1.893 2.375
C 0.247 -3.577 3.037
H -2.255 -0.599 -4.347
H -1.162 3.214 3.598
N -1.286 2.244 3.870
C 3.620 0.015 0.267
O 2.392 0.501 3.853
C 3.327 2.543 1.330
W 0.729 1.343 3.212
H 5.207 3.015 0.418
H -3.786 -0.293 2.942
C -2.315 0.476 -4.170
H 0.630 -4.537 2.689
H 3.716 -0.999 -0.090
C -0.467 1.642 6.083
C 1.273 3.007 -2.308
C -1.340 -3.959 1.150
C -3.106 -2.455 0.630
H -2.138 -4.647 -1.518
```

## Properties
Net charge   -1
HOMO level (alpha / beta)   -4.25 / -4.92 eV
Strongest force on any atom   0.62 eV Å⁻¹
Orbital gap (alpha / beta)   0.247 / 0.267 hartree
ΔE to the lowest compared entry with this formula, charge and spin   0.0 kcal/mol
Spin multiplicity   2

Below is 2 unconnected molecules or ions with the total composition C4H5NO2, with properties calculated with wB97M-V/def2-TZVPD.

```
12
C4H5NO2 (wB97M-V/def2-TZVPD)
O -1.617 -1.907 -0.351
C 2.309 -0.388 -0.322
H 2.167 -1.152 0.321
H -2.844 -1.391 1.043
H -0.083 1.706 -0.096
O 2.964 1.703 -1.116
H 0.257 0.006 -0.662
N 2.663 0.667 -0.633
C -2.031 -1.097 0.408
C -1.431 0.257 0.536
H -1.951 0.958 1.084
C -0.403 0.639 -0.212
```

## Properties
HOMO level   -10.08 eV
Strongest force on any atom   3.88 eV Å⁻¹
Orbital gap   0.372 hartree
ΔE to the lowest compared entry with this formula, charge and spin   118.3 kcal/mol